# C10H25ClN5O3P

A cluster of 2 separate species, C10H25ClN5O3P in total (wB97M-V/def2-TZVPD, the OMol25 dataset).

```
45
Properties=species:S:1:pos:R:3
N -4.4472 1.4049 6.2764
P -3.6557 1.9380 5.0650
O -2.2035 2.3179 5.5036
O -4.3109 3.2129 4.4443
N -3.5466 0.7541 3.7816
C -2.3017 0.4997 3.3321
N -1.8559 -0.7153 3.2658
N -1.4380 1.4717 2.8694
Cl -1.9217 1.9976 1.3097
H -4.7932 0.4619 6.1504
H -2.2186 2.5017 6.4594
H -5.1744 2.9741 4.0716
H -3.9262 -0.1008 4.1755
H -0.8663 -0.8782 3.1318
H -2.4919 -1.5001 3.2594
H -1.3206 2.2570 3.5046
C 3.3336 -1.5869 -3.1286
C 2.0439 -1.8782 -2.3274
C 0.8456 -1.9409 -3.2775
C 0.3765 -0.5742 -3.7752
C 0.1445 0.3770 -2.6029
C 1.3585 0.4900 -1.6808
N 1.8610 -0.8483 -1.2611
O 1.0779 -1.3175 -0.3485
C 2.4650 1.2948 -2.3872
C 0.9918 1.3269 -0.4639
C 2.2597 -3.2616 -1.7214
H 4.1000 -1.1415 -2.4943
H 3.7529 -2.5068 -3.5321
H 3.1701 -0.9336 -3.9840
H 0.0063 -2.4293 -2.7714
H 1.0954 -2.5746 -4.1300
H 1.1002 -0.1500 -4.4753
H -0.5523 -0.6905 -4.3360
H -0.1201 1.3678 -2.9781
H -0.7201 0.0221 -2.0308
H 3.3814 1.2991 -1.7964
H 2.1497 2.3301 -2.5147
H 2.7037 0.9328 -3.3828
H 0.1358 0.9233 0.0677
H 0.7284 2.3405 -0.7663
H 1.8284 1.3963 0.2339
H 3.0920 -3.2579 -1.0163
H 2.4885 -3.9744 -2.5115
H 1.3743 -3.6314 -1.2075
```

Its charge is +1. The largest force on an atom comes out at 3.711 eV Å⁻¹. The total energy comes out at -1696.7839 Eh. As for the HOMO energy (alpha / beta): -10.6 / -11.5 eV. The calculation puts the frontier orbital gap (alpha / beta) at 5.7861 / 6.6799 eV. As for the spin multiplicity: 2. For the LUMO energy (alpha / beta), the calculation gives -4.85 / -4.85 eV.

# C64H147F18N4O2P6

A cluster of 9 separate species, C64H147F18N4O2P6 in total (wB97M-V/def2-TZVPD, the OMol25 dataset).

```
241
Properties=species:S:1:pos:R:3
C -4.6702 -16.8371 -1.9887
C -3.9429 -18.1826 -2.1871
N -3.0801 -18.1492 -3.3414
C -1.8077 -17.6736 -3.4594
C -1.3506 -17.8417 -4.7161
N -2.3976 -18.3910 -5.4360
C -3.4337 -18.4926 -4.6072
C -2.3540 -18.5832 -6.8719
H -5.2407 -16.8462 -1.0628
H -5.3653 -16.7034 -2.8188
H -3.9038 -16.0554 -2.0039
H -4.7616 -18.8996 -2.2595
H -3.3554 -18.4924 -1.3251
H -1.3266 -17.1113 -2.6741
H -0.3657 -17.5544 -5.0457
H -4.4248 -18.8134 -4.8996
H -1.4825 -18.0169 -7.1940
H -3.2775 -18.1615 -7.2673
H -2.1551 -19.6187 -7.1340
C 1.8318 -14.0574 6.0671
C 0.5383 -13.7113 6.8421
C -0.7152 -13.7899 5.9653
C -1.9808 -13.7250 6.8145
P -3.4201 -13.0671 5.9447
C -4.9136 -13.2936 6.9585
C -5.2400 -14.7842 7.1429
C -6.5752 -14.9206 7.8751
C -6.9546 -16.4160 8.0783
C -3.1852 -11.3128 5.5139
C -2.9127 -10.4324 6.7664
C -1.4441 -10.1309 7.0698
C -1.3079 -9.0540 8.1542
C -3.5623 -13.9964 4.3196
C -4.8961 -13.7900 3.6137
C -4.9970 -14.7378 2.3735
C -5.9993 -14.3012 1.3019
H 2.0563 -13.3619 5.2591
H 1.6718 -15.0628 5.6767
H 2.6617 -14.0613 6.7697
H 0.5569 -12.7513 7.3593
H 0.4651 -14.4682 7.6289
H -0.6280 -14.6415 5.2820
H -0.6024 -12.9777 5.2320
H -1.8038 -12.9975 7.6152
H -2.1270 -14.6691 7.3394
H -5.6676 -12.6691 6.4702
H -4.7515 -12.7981 7.9198
H -4.4402 -15.2745 7.6992
H -5.2869 -15.2499 6.1549
H -7.3786 -14.4081 7.3448
H -6.4764 -14.4557 8.8584
H -6.7662 -16.9502 7.1511
H -8.0035 -16.4223 8.3662
H -6.3818 -16.7948 8.9222
H -4.1585 -11.0442 5.0958
H -2.4153 -11.1404 4.7642
H -3.3907 -10.7810 7.6859
H -3.4446 -9.5036 6.5483
H -0.9191 -9.7495 6.1866
H -0.8866 -11.0517 7.2561
H -1.6578 -8.0716 7.8392
H -0.2491 -8.9248 8.3821
H -1.8262 -9.3085 9.0786
H -3.5371 -15.0272 4.6852
H -2.7248 -13.8007 3.6501
H -5.1806 -12.7837 3.3087
H -5.6678 -14.1946 4.2730
H -5.4165 -15.6920 2.7001
H -3.9973 -14.9521 1.9900
H -5.8505 -14.8937 0.3943
H -5.9085 -13.2660 0.9724
H -6.9933 -14.5817 1.6455
C -3.7662 -13.2203 -1.1146
C -5.0119 -12.9706 -1.9309
C -4.9585 -11.6491 -2.6794
C -6.2231 -11.2451 -3.4256
P -6.3501 -11.9184 -5.1233
C -5.2006 -11.0473 -6.2244
C -4.9217 -9.5728 -5.9005
C -4.1136 -8.9074 -7.0026
C -2.7078 -9.4824 -7.0900
C -6.0465 -13.7018 -5.2185
C -5.8937 -14.2950 -6.6137
C -5.5685 -15.8317 -6.5937
C -5.8189 -16.4673 -7.9595
C -8.0101 -11.5755 -5.7185
C -9.2129 -12.0998 -4.9045
C -10.5139 -11.9307 -5.6894
C -11.5896 -12.8054 -5.0577
H -2.9030 -12.7526 -1.6087
H -3.5118 -14.2814 -1.0689
H -3.7807 -12.8096 -0.1049
H -5.8826 -12.9399 -1.2719
H -5.1575 -13.7869 -2.6404
H -4.1058 -11.6029 -3.3808
H -4.5266 -10.8450 -2.0686
H -6.3615 -10.1678 -3.5120
H -7.1090 -11.6943 -2.9665
H -5.5791 -11.1318 -7.2460
H -4.2788 -11.6365 -6.2185
H -4.4206 -9.3253 -4.9570
H -5.8878 -9.0774 -5.7473
H -4.0598 -7.8267 -6.8620
H -4.6577 -9.0316 -7.9434
H -2.0398 -8.9678 -7.7778
H -2.7337 -10.5168 -7.4490
H -2.2317 -9.5586 -6.1068
H -6.7150 -14.1974 -4.5106
H -5.0677 -13.8087 -4.7303
H -5.0730 -13.8543 -7.1880
H -6.7527 -14.1447 -7.2722
H -6.2753 -16.2190 -5.8576
H -4.5266 -15.8855 -6.2815
H -6.6956 -16.0498 -8.4606
H -6.0740 -17.5273 -7.9165
H -4.9517 -16.3278 -8.6044
H -7.9480 -12.0198 -6.7170
H -8.1265 -10.4923 -5.8250
H -9.1977 -11.8121 -3.8546
H -9.0327 -13.1833 -4.8561
H -10.4105 -12.1775 -6.7483
H -10.8891 -10.9040 -5.7152
H -11.6954 -12.5972 -3.9888
H -11.3186 -13.8629 -5.0098
H -12.5216 -12.6246 -5.5884
C -1.7789 -8.0707 -3.1075
C -1.5118 -9.5325 -2.7943
C -0.2146 -10.1041 -3.3700
C 0.2347 -11.3995 -2.7171
P 1.7973 -12.1636 -3.2795
C 1.8438 -12.0936 -5.0962
C 2.6338 -13.1823 -5.8586
C 2.6835 -12.8331 -7.3455
C 1.3518 -13.0292 -8.0543
C 3.1055 -11.1702 -2.5898
C 3.3015 -11.0352 -1.0802
C 4.5377 -10.2194 -0.7503
C 5.0413 -10.2342 0.6891
C 1.8712 -13.7718 -2.4980
C 3.0522 -14.6911 -2.8072
C 3.0833 -15.9974 -2.0217
C 2.0477 -17.0021 -2.5212
H -1.5419 -7.9505 -4.1723
H -1.1726 -7.3079 -2.6217
H -2.8433 -7.8656 -3.0047
H -2.3445 -10.0312 -3.3088
H -1.6867 -9.7493 -1.7360
H 0.6021 -9.4023 -3.1509
H -0.2766 -10.1471 -4.4580
H -0.5351 -12.1564 -2.9336
H 0.2801 -11.3053 -1.6299
H 2.4736 -11.1966 -5.2155
H 0.9560 -11.7302 -5.6112
H 2.1525 -14.1500 -5.6842
H 3.6147 -13.2654 -5.3862
H 3.5013 -13.4022 -7.7874
H 2.9949 -11.7834 -7.3954
H 1.1464 -14.1044 -8.0787
H 1.4670 -12.8367 -9.1209
H 0.5527 -12.4757 -7.5704
H 3.1874 -10.2035 -3.0920
H 4.0033 -11.7334 -2.8918
H 3.2752 -12.0235 -0.6029
H 2.3801 -10.6462 -0.6245
H 4.3747 -9.1737 -1.0228
H 5.4179 -10.5472 -1.3097
H 4.4608 -9.6381 1.4014
H 6.0087 -9.7342 0.6997
H 5.0557 -11.2294 1.1352
H 0.9663 -14.2237 -2.9456
H 1.5440 -13.7915 -1.4557
H 3.9873 -14.1626 -2.5819
H 3.1906 -14.9196 -3.8642
H 3.0074 -15.8364 -0.9433
H 4.0671 -16.4405 -2.1934
H 2.1583 -17.3585 -3.5468
H 1.0647 -16.5249 -2.4153
H 2.0307 -17.9352 -1.9543
C -4.8307 -21.2371 -8.8350
N -5.9657 -21.0143 -9.8028
C -5.6440 -19.8543 -10.6973
C -6.0403 -22.2598 -10.6705
C -7.3080 -20.9037 -9.0988
C -7.6181 -19.6101 -8.3468
O -6.7056 -19.4096 -7.2889
H -4.9266 -22.1458 -8.2454
H -4.8079 -20.3582 -8.1973
H -3.9266 -21.3309 -9.4353
H -6.5338 -19.6609 -11.2921
H -4.7291 -20.0695 -11.2358
H -5.5288 -18.9936 -10.0388
H -7.0036 -22.2682 -11.1777
H -5.9287 -23.1720 -10.0944
H -5.3018 -22.1310 -11.4576
H -7.2418 -21.8063 -8.4871
H -8.1076 -21.0875 -9.8189
H -8.6219 -19.6517 -7.9158
H -7.4606 -18.7440 -8.9958
H -6.8895 -20.1392 -6.6515
C -2.3659 -17.1772 1.5880
N -0.8579 -17.3817 1.4763
C -0.4329 -17.9330 2.8094
C -0.6339 -18.4798 0.4545
C -0.0775 -16.1428 1.1084
C -0.8909 -15.2295 0.1864
O -1.3479 -15.8976 -0.9676
H -2.7588 -18.1547 1.8301
H -2.6390 -16.9166 0.5704
H -2.6485 -16.4820 2.3715
H 0.6134 -18.2309 2.8197
H -1.0071 -18.8315 3.0311
H -0.6957 -17.1686 3.5385
H -1.0472 -19.3920 0.8773
H 0.4271 -18.5594 0.2366
H -1.2086 -18.2260 -0.4319
H 0.8583 -16.4680 0.6614
H 0.0525 -15.6134 2.0518
H -0.2783 -14.3653 -0.0859
H -1.7142 -14.8513 0.8040
H -1.5330 -15.2392 -1.6451
P -6.9971 -21.7754 -4.6093
F -7.9293 -20.7913 -5.5350
F -7.0424 -20.6528 -3.4454
F -8.3537 -22.4745 -4.0928
F -6.1280 -22.7263 -3.6147
F -6.8123 -22.9007 -5.7444
F -5.6552 -21.0456 -5.1716
P 1.5125 -19.3647 -6.5958
F 0.0499 -19.9713 -6.3990
F 1.5132 -19.7428 -8.1564
F 0.7836 -17.9189 -6.9250
F 2.9486 -18.6387 -6.8230
F 1.5425 -18.8797 -5.0130
F 2.1549 -20.7892 -6.2400
P -4.6271 -20.3108 1.0516
F -4.5230 -21.8231 1.6308
F -6.2268 -20.3666 1.2488
F -4.4144 -19.8434 2.6050
F -4.8154 -18.7156 0.6207
F -3.0214 -20.2034 0.8117
F -4.8123 -20.7446 -0.4749
```

Its charge is +3. The largest force on an atom comes out at 3.640 eV Å⁻¹. The total energy comes out at -6741.7034 Eh. As for the HOMO energy: -15.0 eV. The calculation puts the frontier orbital gap at 8.7573 eV. For the LUMO energy, the calculation gives -6.26 eV.

# C43H41N5P2SSbSe4Ti

A structure of composition C43H41N5P2SSbSe4Ti (wB97M-V/def2-TZVPD, the OMol25 dataset).

```
98
Properties=species:S:1:pos:R:3
Ti 0.4489 1.1449 1.8021
C -1.4411 -3.6085 5.0327
C -0.8917 -3.9672 3.6554
N 0.2492 -3.1680 3.2467
C 0.0765 -1.8166 2.9545
S 1.4988 -0.8528 2.8705
N -1.1364 -1.4155 2.7400
N -1.2217 -0.0875 2.3803
C -2.4281 0.4508 2.5730
C -3.6045 -0.3153 3.0956
C -2.5055 1.8296 2.2944
C -3.6871 2.5948 2.4051
C -3.6849 3.9123 2.0309
C -2.4996 4.4808 1.5486
C -1.3716 3.6945 1.4953
N -1.3445 2.3993 1.8456
H -2.3141 -4.2217 5.2724
H -1.7343 -2.5593 5.0512
H -0.6866 -3.7688 5.8063
H -1.6676 -3.8366 2.9005
H -0.5798 -5.0153 3.6305
H 1.1081 -3.3415 3.7464
H -3.4098 -1.3817 3.0245
H -4.5079 -0.0767 2.5276
H -3.7950 -0.0683 4.1454
H -4.5827 2.1302 2.7943
H -4.5874 4.5064 2.1166
H -2.4419 5.5212 1.2623
H -0.4289 4.1005 1.1525
Se 3.6636 5.6072 4.1690
Sb 1.5490 5.1859 3.0299
Se 0.4859 1.7127 4.4348
Se 2.0613 3.0964 1.5928
Se -0.1078 3.9314 4.6731
C -1.0673 -0.3996 -2.7803
N -0.4098 -0.1544 -1.4983
P -0.1728 -1.3661 -0.3109
C 1.0699 -2.5068 -1.0407
C 1.4858 -2.5450 -2.3687
C 2.4013 -3.4963 -2.8014
C 2.9304 -4.4145 -1.9052
C 2.5504 -4.3620 -0.5698
C 1.6321 -3.4142 -0.1414
C -1.6901 -2.3829 -0.5468
C -1.7101 -3.7382 -0.8648
C -2.9079 -4.4433 -0.8904
C -4.1040 -3.8036 -0.6022
C -4.0961 -2.4517 -0.2789
C -2.9002 -1.7547 -0.2433
P -0.2152 1.4518 -0.9173
C -1.7173 2.2331 -1.6416
C -2.9188 2.0165 -0.9687
C -4.1123 2.5238 -1.4581
C -4.1208 3.2676 -2.6294
C -2.9310 3.4966 -3.3059
C -1.7378 2.9821 -2.8170
C 1.0850 2.1590 -1.9828
C 1.8870 1.3880 -2.8109
C 2.9255 1.9689 -3.5262
C 3.1711 3.3294 -3.4106
C 2.3825 4.1071 -2.5722
C 1.3481 3.5233 -1.8584
H -0.9628 -1.4470 -3.0592
H -0.6273 0.2207 -3.5659
H -2.1376 -0.1764 -2.7324
H 1.1000 -1.8290 -3.0812
H 2.7140 -3.5084 -3.8390
H 3.6535 -5.1485 -2.2400
H 2.9818 -5.0517 0.1456
H 1.3514 -3.3686 0.9074
H -0.7840 -4.2492 -1.0971
H -2.9052 -5.4982 -1.1391
H -5.0367 -4.3545 -0.6211
H -5.0226 -1.9441 -0.0380
H -2.8959 -0.7101 0.0444
H -2.9186 1.4613 -0.0387
H -5.0309 2.3555 -0.9093
H -5.0503 3.6745 -3.0095
H -2.9297 4.0796 -4.2193
H -0.8149 3.1642 -3.3518
H 1.7324 0.3169 -2.8527
H 3.5617 1.3517 -4.1491
H 3.9962 3.7771 -3.9517
H 2.5938 5.1610 -2.4434
H 0.7624 4.1225 -1.1714
C 1.9583 0.4807 0.4373
C 3.0606 0.2405 -0.0232
C 4.3919 -0.0207 -0.4689
C 5.4044 0.8987 -0.1706
C 6.7044 0.6681 -0.5899
C 7.0204 -0.4731 -1.3182
C 6.0192 -1.3889 -1.6192
C 4.7175 -1.1683 -1.1973
H 5.1461 1.7859 0.3952
H 7.4776 1.3870 -0.3460
H 8.0383 -0.6499 -1.6452
H 6.2534 -2.2861 -2.1817
H 3.9389 -1.8846 -1.4184
```

Its charge is -2. The largest force on an atom comes out at 0.890 eV Å⁻¹. The calculation puts the energy above the lowest of the compared OMol25 structures with the same formula, charge and spin at 0.901 eV. The total energy comes out at -13713.4887 Eh. As for the HOMO energy (alpha / beta): -0.6 / -0.9 eV. The calculation puts the frontier orbital gap (alpha / beta) at 4.4251 / 4.7118 eV. As for the spin multiplicity: 2. For the LUMO energy (alpha / beta), the calculation gives 3.78 / 3.77 eV.

# C2H2O3S

A cluster of 2 separate species, C2H2O3S in total (wB97M-V/def2-TZVPD, the OMol25 dataset).

```
8
Properties=species:S:1:pos:R:3
C -1.5954 0.4032 0.1127
C 0.0724 -0.8060 -0.3073
O -2.7156 0.1017 0.1594
O 2.6292 -0.7317 0.1303
O 1.2539 1.4307 -0.1450
S 1.4075 0.0233 0.1716
H -1.1396 1.4298 0.2273
H 0.0875 -1.8511 -0.3491
```

The largest force on an atom comes out at 4.526 eV Å⁻¹. The calculation puts the energy above the lowest of the compared OMol25 structures with the same formula, charge and spin at 5.358 eV. The total energy comes out at -701.1435 Eh. As for the HOMO energy (alpha / beta): -9.9 / -9.9 eV. The calculation puts the frontier orbital gap (alpha / beta) at 8.4897 / 8.4888 eV. For the LUMO energy (alpha / beta), the calculation gives -1.41 / -1.41 eV.